C37H58F3MnO21S | wB97M-V/def2-TZVPD

Summary:
max |F| = 3.021 eV/A
charge = +1
E_LUMO (alpha / beta) = -3.5 / -4.0 eV
energy above the lowest of the compared OMol25 structures with the same formula, charge and spin = 0.0 kJ/mol
multiplicity = 6

Each line ends with the Löwdin charge.
Geometry (Å):
Mn -0.7091 0.5421 3.5927  1.12
C 0.9084 0.8752 -0.8784  -0.65
F 0.5375 2.1326 -0.9701  0.17
F 0.8042 0.2413 -2.0433  0.14
F 2.2015 0.7451 -0.5803  0.14
S -0.1143 0.0134 0.4599  0.54
O -1.4739 -0.0249 -0.0785  -0.30
O 0.4903 -1.2875 0.6480  -0.29
O -0.0632 0.8118 1.6902  -0.39
O 5.4763 -1.6185 -1.4927  0.11
C 4.4017 -1.7026 -2.0178  -0.55
O 4.0924 -1.1931 -3.2167  -0.03
C 5.1576 -0.7303 -4.0818  -0.18
C 5.7907 0.5480 -3.5308  -0.06
C 3.1639 -2.2954 -1.3681  0.02
H 4.6849 -0.5336 -5.0390  0.12
H 5.9061 -1.5198 -4.1269  0.13
H 5.1341 1.3686 -3.2558  0.06
H 6.4371 0.9511 -4.3240  0.08
H 6.5454 0.3294 -2.7790  0.07
H 3.3766 -3.3656 -1.3906  0.10
H 2.2507 -2.0410 -1.8897  0.06
H 3.1325 -1.8766 -0.3644  0.07
O -2.4627 -6.0106 1.1236  0.07
C -1.3906 -6.2625 0.5881  -0.54
O -0.2950 -5.5848 0.7968  0.01
C -0.2714 -4.3863 1.5760  -0.20
C 1.1577 -3.9165 1.8258  -0.04
C -1.2317 -7.4983 -0.2224  0.04
H -0.6287 -4.6961 2.5653  0.13
H -0.9813 -3.6386 1.2308  0.10
H 1.8166 -4.6755 2.2526  0.09
H 1.0697 -3.2216 2.6628  0.08
H 1.5946 -3.6025 0.8802  0.06
H -0.5650 -7.3369 -1.0703  0.08
H -2.1995 -7.8841 -0.5128  0.10
H -0.7105 -8.1997 0.4360  0.11
O -0.2262 2.4927 4.1569  0.02
C -0.4950 3.5429 4.7208  -0.42
O -1.0982 4.5290 4.0947  0.07
C -1.4841 5.5950 5.0127  -0.08
C -0.5076 5.4195 6.1729  -0.13
C -0.2216 3.9288 6.1757  -0.04
H -2.5172 5.3472 5.2540  0.14
H -1.3679 6.5291 4.4744  0.14
H -0.8881 5.7626 7.1350  0.13
H 0.3676 6.0464 6.0055  0.13
H -0.8790 3.3074 6.7848  0.14
H 0.8226 3.6891 6.3710  0.14
O -2.6210 7.0205 1.5939  0.13
C -2.5655 5.9174 1.1464  -0.45
O -1.3905 5.2109 1.0987  0.03
C -1.5561 4.0820 0.2915  -0.19
C -3.0174 3.6895 0.3586  -0.14
C -3.6639 5.0659 0.5283  -0.06
H -0.9770 3.2194 0.6265  0.10
H -1.2652 4.3071 -0.7418  0.12
H -3.2175 3.0594 1.2300  0.11
H -3.3549 3.1733 -0.5349  0.09
H -4.6337 5.1419 1.0243  0.13
H -4.0237 5.4086 -0.4494  0.13
O 0.0389 -6.2150 -3.2271  0.13
C -0.5283 -5.3187 -2.6540  -0.51
O -1.8116 -5.4048 -2.3130  0.02
C -2.3525 -4.0726 -2.0944  -0.10
C -1.1357 -3.1173 -2.0498  -0.13
C 0.0724 -4.0586 -2.0718  -0.04
H -3.0736 -4.0295 -1.2827  0.11
H -2.9038 -3.8481 -3.0096  0.12
H -1.1056 -2.5738 -1.1043  0.07
H -1.2051 -2.4044 -2.8684  0.11
H 0.2087 -4.3622 -1.0277  0.11
H 0.9795 -3.6184 -2.4563  0.11
O 1.3266 0.0892 4.0268  0.03
C 2.5069 -0.0659 3.8215  -0.41
O 3.4055 0.3197 4.7231  0.06
C 4.7288 0.4965 4.1506  -0.10
C 4.5013 0.1973 2.6797  -0.15
C 3.1922 -0.5803 2.5567  -0.03
H 5.3542 -0.2895 4.5726  0.13
H 5.1584 1.4754 4.3294  0.13
H 5.3551 -0.2844 2.1950  0.13
H 4.5019 1.1080 2.0703  0.13
H 3.4278 -1.6317 2.7415  0.14
H 2.7241 -0.4509 1.5922  0.09
O -2.9332 3.9637 -3.2918  0.11
C -2.9315 2.8328 -3.6994  -0.50
O -2.5880 2.4942 -4.9393  0.03
C -2.6726 1.0818 -5.1866  -0.12
C -3.4371 0.5198 -3.9604  -0.13
C -3.1676 1.5653 -2.9056  -0.09
H -1.7304 0.5920 -5.4138  0.12
H -3.3434 1.0041 -6.0419  0.13
H -2.9891 -0.4081 -3.5931  0.10
H -4.4793 0.2736 -4.1483  0.12
H -2.2048 1.3994 -2.4127  0.12
H -3.9254 1.7562 -2.1502  0.12
O -1.3741 -1.3213 2.9782  -0.01
C -2.2719 -2.1179 2.7386  -0.45
O -2.5784 -3.0690 3.5765  0.08
C -3.6206 -3.9598 3.1025  -0.09
C -3.9950 -3.4489 1.7070  -0.11
C -3.2644 -2.1040 1.5891  -0.05
H -4.4157 -3.9969 3.8405  0.13
H -3.1330 -4.9244 2.9711  0.11
H -5.0546 -3.3482 1.5015  0.13
H -3.4935 -4.1365 1.0273  0.07
H -3.8869 -1.2173 1.7274  0.14
H -2.6880 -1.9309 0.6782  0.10
O 3.9185 3.9207 -2.1908  0.11
C 2.8606 3.7832 -2.7525  -0.52
O 1.8821 4.6574 -2.5931  0.03
C 0.7147 4.3963 -3.4031  -0.10
C 1.0352 3.0305 -4.0690  -0.13
C 2.5058 2.6984 -3.7489  -0.06
H 0.6958 5.2006 -4.1396  0.13
H -0.1763 4.5328 -2.7945  0.10
H 0.8687 3.2221 -5.1280  0.11
H 0.4742 2.1514 -3.7564  0.08
H 3.1357 2.9351 -4.6086  0.13
H 2.6447 1.6705 -3.4365  0.10